Formula: C3H4BrNO2
Source: OMol25
Level of theory: ωB97M-V/def2-TZVPD

Atoms and positions in Å:
C 0.888 -0.040 0.635
C 4.501 -0.880 0.210
C -0.261 0.285 -0.259
N 4.208 -1.954 -0.146
O 1.995 0.414 0.545
O 3.771 -3.056 -0.183
Br 5.259 0.709 -0.092
H 0.645 -0.785 1.418
H -0.510 -0.606 -0.835
H -1.132 0.542 0.341
H -0.013 1.097 -0.936

Properties
HOMO-LUMO gap = 9.60 eV
E_HOMO = -0.3430 Ha
Energy above the lowest of the compared OMol25 structures with the same formula, charge and spin = 77.3 kcal/mol
Lowest unoccupied orbital energy = 0.010 hartree
SMILES = [O-][N+]#CBr.CC=O

Formula: C40H51CeClOP4
Source: OMol25
Level of theory: ωB97M-V/def2-TZVPD

Atoms and positions in Å:
P 1.826 1.142 -4.954
C 3.389 1.468 -4.150
C 4.524 0.875 -4.759
H 4.372 0.113 -5.527
C 5.799 1.294 -4.383
H 6.674 0.837 -4.850
C 5.945 2.303 -3.420
H 6.943 2.669 -3.172
C 4.823 2.829 -2.761
H 4.946 3.583 -1.982
C 3.538 2.400 -3.104
H 2.653 2.779 -2.589
C 1.086 -0.404 -4.428
C 1.764 -1.334 -3.615
H 2.625 -1.014 -3.027
C 1.329 -2.660 -3.591
H 1.874 -3.398 -3.005
C 0.205 -3.043 -4.333
H -0.109 -4.088 -4.340
C -0.538 -2.095 -5.046
H -1.429 -2.390 -5.597
C -0.125 -0.767 -5.065
H -0.697 -0.009 -5.609
C 0.663 2.470 -4.683
C 0.602 3.464 -5.690
H 1.359 3.450 -6.480
C -0.414 4.415 -5.649
H -0.464 5.187 -6.422
C -1.367 4.378 -4.616
H -2.179 5.107 -4.606
C -1.263 3.431 -3.581
H -1.978 3.437 -2.753
C -0.237 2.483 -3.601
H -0.090 1.784 -2.772
Ce 0.354 0.169 1.671
C -1.568 -1.395 1.189
C -1.946 -1.507 -0.093
H -2.154 -1.904 1.980
C -1.265 -0.692 -1.206
O -2.324 0.039 -1.876
H -1.955 0.585 -2.595
C -0.283 0.265 -0.658
H -0.736 -1.373 -1.902
C 0.322 1.270 -0.186
Cl 2.433 1.399 2.609
P -1.546 2.320 2.185
P 1.881 -2.383 1.931
C -1.099 3.292 3.662
H -0.232 3.920 3.420
H -0.813 2.590 4.450
H -1.944 3.916 3.977
C -1.857 3.612 0.939
H -2.494 3.214 0.137
H -0.898 3.924 0.507
H -2.349 4.470 1.415
C -3.231 1.715 2.549
H -3.165 0.877 3.252
H -3.686 1.355 1.616
H -3.837 2.526 2.975
C 2.594 -2.541 3.606
H 1.819 -2.888 4.301
H 2.941 -1.553 3.937
H 3.433 -3.247 3.590
C 1.155 -4.022 1.622
H 0.681 -4.014 0.631
H 0.386 -4.224 2.378
H 1.930 -4.799 1.658
C 3.369 -2.388 0.867
H 3.806 -1.380 0.866
H 3.091 -2.657 -0.161
H 4.101 -3.107 1.257
P -3.311 -2.616 -0.563
C -3.842 -3.638 0.800
C -2.667 -3.626 -1.892
H -3.995 -3.037 1.705
H -3.111 -4.430 1.007
H -4.796 -4.106 0.520
H -2.394 -2.988 -2.742
H -3.447 -4.337 -2.196
H -1.780 -4.171 -1.543
C -4.708 -1.666 -1.152
H -5.102 -1.044 -0.338
H -5.477 -2.374 -1.489
H -4.376 -1.023 -1.974
H 0.695 2.278 -0.369
C -0.454 0.261 3.819
C -0.450 0.206 5.070
C -0.337 0.081 6.466
C -1.345 0.585 7.318
C -1.167 0.582 8.700
C -0.008 0.022 9.261
C 0.976 -0.531 8.426
C 0.805 -0.524 7.042
H -2.264 0.965 6.866
H -1.939 1.012 9.341
H 0.117 -0.001 10.345
H 1.879 -0.973 8.852
H 1.539 -0.986 6.378

Properties
HOMO-LUMO gap = 3.43 eV
E_HOMO = -0.4233 Ha
Energy above the lowest of the compared OMol25 structures with the same formula, charge and spin = 71.8 kcal/mol
Total charge = +2
Lowest unoccupied orbital energy = -0.297 hartree

Formula: C25H24N2O2
Source: OMol25
Level of theory: ωB97M-V/def2-TZVPD

Atoms and positions in Å:
C 3.843 1.471 1.438
C 2.433 1.850 1.777
O 1.567 1.026 0.969
C 0.267 1.245 1.277
C -0.658 0.532 0.278
N -1.992 0.833 0.763
C -3.188 0.436 0.679
C -4.329 1.288 1.103
C -5.661 0.824 1.073
C -6.711 1.680 1.402
C -6.449 3.011 1.762
C -5.124 3.469 1.823
C -4.066 2.601 1.519
O -0.079 1.938 2.210
H 4.537 1.994 2.102
H 4.014 0.398 1.543
H 4.076 1.749 0.406
H 2.195 1.676 2.831
H 2.238 2.899 1.521
H -0.473 1.068 -0.678
H -3.557 -0.552 0.317
H -5.845 -0.208 0.772
H -7.738 1.311 1.362
H -7.280 3.684 1.985
H -4.916 4.503 2.097
H -3.027 2.929 1.575
C -1.356 -1.808 -0.363
C -0.266 -0.920 0.193
N 0.987 -1.106 -0.596
C 2.195 -1.547 -0.070
C 2.509 -1.938 1.225
C 3.793 -2.449 1.454
C 4.737 -2.527 0.418
C 4.415 -2.139 -0.884
C 3.133 -1.659 -1.126
C 2.446 -1.315 -2.336
C 1.102 -1.005 -1.980
C 0.146 -0.799 -2.973
C 0.561 -0.841 -4.312
C 1.899 -1.105 -4.654
C 2.851 -1.372 -3.663
H -2.018 -2.089 0.457
H -1.949 -1.247 -1.088
H -0.957 -2.728 -0.802
H 0.004 -1.274 1.196
H 1.755 -1.870 2.005
H 4.054 -2.795 2.453
H 5.735 -2.901 0.646
H 5.126 -2.193 -1.708
H -0.895 -0.646 -2.704
H -0.170 -0.670 -5.104
H 2.195 -1.098 -5.704
H 3.891 -1.612 -3.886

Properties
HOMO-LUMO gap = 8.15 eV
E_HOMO = -0.2863 Ha
Energy above the lowest of the compared OMol25 structures with the same formula, charge and spin = 43.4 kcal/mol
Lowest unoccupied orbital energy = 0.013 hartree
SMILES = CCOC(=O)[C@H](/N=C/c1ccccc1)[C@@H](C)n1c2ccccc2c2ccccc21

Formula: C5H13NO
Source: OMol25
Level of theory: ωB97M-V/def2-TZVPD

Atoms and positions in Å:
C 2.124 -0.769 -1.085
N 0.650 -0.863 -0.694
C 0.166 0.348 0.151
C -1.342 0.140 0.690
C -1.426 -0.710 1.821
O -2.167 -0.270 -0.404
C 0.321 1.664 -0.767
H 2.685 -0.928 -0.179
H 2.349 0.192 -1.531
H 2.374 -1.404 -1.966
H 0.341 -1.804 -0.530
H 0.666 0.382 1.128
H -1.654 1.192 0.935
H -0.503 -1.524 1.738
H -2.300 -1.392 1.755
H -1.470 -0.532 2.981
H -1.908 0.260 -1.115
H 0.203 1.484 -1.873
H -0.434 2.371 -0.438
H 1.328 2.164 -0.615

Properties
HOMO-LUMO gap = 9.46 eV
E_HOMO = -0.3109 Ha
Energy above the lowest of the compared OMol25 structures with the same formula, charge and spin = 65.7 kcal/mol
Lowest unoccupied orbital energy = 0.037 hartree
SMILES = CN[C@@H](C)[C@H](C)O

Formula: C39H41FKN14O3S
Source: OMol25
Level of theory: ωB97M-V/def2-TZVPD

Atoms and positions in Å:
K -0.417 0.784 -1.292
N 3.275 1.741 -1.034
C 2.780 2.916 -1.493
N 3.569 3.985 -1.389
C 3.032 5.105 -1.869
N 3.774 6.227 -1.813
N 1.812 5.210 -2.415
C 1.128 4.073 -2.471
N 1.548 2.892 -2.032
C -0.217 4.158 -3.129
C -0.597 5.347 -3.742
C -1.820 5.403 -4.389
C -2.614 4.271 -4.405
C -2.152 3.134 -3.757
N -0.986 3.067 -3.124
H 4.127 1.813 -0.504
H 2.601 1.052 -0.727
H 4.651 6.210 -1.328
H 3.354 7.099 -2.075
H 0.064 6.198 -3.705
H -2.140 6.315 -4.877
H -3.573 4.256 -4.904
H -2.755 2.235 -3.747
C 3.427 -5.189 2.408
C 2.460 -4.353 3.230
N 2.143 -3.080 2.585
C 1.077 -3.032 1.733
C 0.689 -1.957 1.007
C -0.477 -2.154 0.021
O -1.407 -2.872 0.425
O -0.324 -1.599 -1.088
C 1.408 -0.721 1.159
O 1.134 0.339 0.585
C 2.553 -0.776 2.091
C 3.290 0.393 2.302
C 4.375 0.367 3.127
F 5.063 1.505 3.379
C 4.803 -0.813 3.751
C 4.071 -1.965 3.563
C 2.914 -1.955 2.760
N 5.959 -0.830 4.574
C 7.109 -0.021 4.252
C 8.367 -0.758 4.670
N 8.265 -1.071 6.145
C 7.028 -1.872 6.478
C 5.820 -1.099 5.984
H 3.646 -6.133 2.907
H 4.367 -4.657 2.250
H 3.003 -5.411 1.429
H 2.853 -4.152 4.228
H 1.516 -4.872 3.380
H 0.508 -3.950 1.647
H 2.966 1.310 1.827
H 4.428 -2.884 4.008
H 7.086 0.966 4.741
H 7.152 0.164 3.181
H 9.269 -0.165 4.533
H 8.464 -1.715 4.162
H 8.233 -0.191 6.664
H 9.099 -1.563 6.460
H 7.023 -2.025 7.556
H 7.136 -2.822 5.960
H 5.726 -0.168 6.572
H 4.920 -1.681 6.171
N -6.716 -1.443 -5.323
C -8.015 -1.367 -5.785
C -8.703 -2.062 -6.775
C -10.022 -1.707 -6.972
C -10.636 -0.697 -6.212
C -9.947 -0.015 -5.232
C -8.612 -0.360 -5.018
N -7.697 0.158 -4.117
C -6.596 -0.506 -4.329
C -5.346 -0.271 -3.594
C -5.331 0.676 -2.571
C -4.143 0.915 -1.907
N -2.999 0.281 -2.182
C -3.022 -0.633 -3.147
C -4.160 -0.937 -3.881
H -6.003 -2.071 -5.643
H -8.235 -2.841 -7.363
H -10.598 -2.218 -7.732
H -11.673 -0.455 -6.404
H -10.414 0.763 -4.643
H -6.233 1.217 -2.323
H -4.081 1.677 -1.133
H -2.088 -1.146 -3.351
H -4.088 -1.685 -4.659
S -2.047 2.241 1.034
C -2.352 0.759 1.768
N -3.347 -0.095 1.479
C -3.287 -1.333 2.254
C -2.043 -1.120 3.137
N -1.631 0.231 2.773
H -3.815 -0.023 0.595
H -3.150 -2.191 1.602
H -4.188 -1.452 2.858
H -1.269 -1.849 2.898
H -2.289 -1.181 4.198
H -0.814 0.711 3.099

Properties
HOMO-LUMO gap = 5.97 eV
E_HOMO = -0.3392 Ha
Energy above the lowest of the compared OMol25 structures with the same formula, charge and spin = 16.9 kcal/mol
Total charge = +1
Lowest unoccupied orbital energy = -0.120 hartree

Formula: C3H9NO2
Source: OMol25
Level of theory: ωB97M-V/def2-TZVPD

Atoms and positions in Å:
C -0.076 0.259 -0.367
C 1.339 0.017 -0.031
C -1.004 -0.629 0.370
H -0.246 1.823 0.652
H -0.001 2.400 -0.847
H -0.537 0.082 -1.464
H 2.037 0.884 -0.432
H 1.708 0.211 1.027
H 2.677 -1.491 -0.117
H -1.672 -0.119 1.199
H -0.575 -1.507 0.973
H -2.770 -1.358 0.157
N -0.496 1.668 -0.192
O 1.679 -1.230 -0.373
O -2.062 -1.009 -0.554

Properties
HOMO-LUMO gap = 10.24 eV
E_HOMO = -0.3524 Ha
Energy above the lowest of the compared OMol25 structures with the same formula, charge and spin = 94.4 kcal/mol
Lowest unoccupied orbital energy = 0.024 hartree
SMILES = NC(CO)CO

Question: energy above the lowest of the compared OMol25 structures with the same formula, charge and spin of number 6 (C3H9NO2)?
Answer: 94.4 kcal/mol